{"formula": "C21H38N3O6P", "method": "ωB97M-V with the def2-TZVPD basis set", "symbols": ["C", "C", "C", "C", "C", "C", "C", "C", "O", "C", "C", "O", "N", "C", "O", "C", "O", "C", "P", "C", "C", "H", "H", "H", "H", "H", "H", "H", "H", "H", "H", "H", "H", "H", "H", "H", "H", "H", "H", "H", "H", "H", "H", "H", "H", "C", "N", "C", "C", "O", "H", "H", "H", "H", "H", "H", "H", "C", "N", "C", "C", "O", "H", "H", "H", "H", "H", "H", "H"], "xyz": [[1.6621, 2.8534, 2.6485], [1.2238, 3.7643, 1.9684], [0.5009, 4.4696, 0.8053], [-0.9964, 4.0200, 0.6376], [-1.2818, 3.1680, -0.6803], [-1.3735, 1.6059, -0.3572], [-2.7489, 1.4110, 0.3595], [-2.7278, 0.2541, 1.4130], [-4.0465, -0.2104, 1.7592], [-3.9277, -1.4464, 2.4101], [-2.8805, -1.7327, 3.5115], [-4.7044, -2.3127, 2.0805], [-0.1394, 1.4012, 0.4158], [0.9761, 1.0435, -0.4032], [2.1163, 1.4264, -0.3244], [0.3197, 0.0214, -1.4262], [0.0302, -1.0880, -0.5252], [-1.1256, 0.6693, -1.6375], [-2.2347, -0.8368, -1.8678], [-3.9272, -0.3573, -2.5256], [-1.4645, -1.9623, -3.1856], [2.0368, 2.2500, 3.4835], [1.0838, 4.4100, -0.1407], [0.5026, 5.5533, 1.0940], [-1.4090, 3.5016, 1.5327], [-1.5960, 4.9574, 0.5187], [-2.1923, 3.5270, -1.2104], [-0.3483, 3.2730, -1.2960], [-3.0683, 2.3280, 0.9169], [-3.5746, 1.2119, -0.3672], [-2.0314, -0.5617, 1.1025], [-2.2817, 0.6980, 2.3502], [-3.1311, -1.2107, 4.4711], [-1.8454, -1.4604, 3.2100], [-2.8692, -2.8292, 3.6754], [-0.1958, 1.0224, 1.3547], [0.8685, -0.2235, -2.3585], [0.8461, -1.2197, -0.0111], [-1.0898, 1.3965, -2.4966], [-4.2690, -0.9799, -3.3879], [-4.6555, -0.5667, -1.7009], [-4.0245, 0.7145, -2.8182], [-0.6042, -1.4855, -3.7070], [-1.0437, -2.8206, -2.6006], [-2.2276, -2.3940, -3.8674], [6.8736, 3.1384, -2.1136], [7.1466, 2.1218, -1.1181], [6.2523, 1.4264, -0.3604], [4.7868, 1.7221, -0.5519], [6.6484, 0.5942, 0.4424], [7.2818, 2.8097, -3.0717], [7.3708, 4.0638, -1.8154], [5.8090, 3.3229, -2.2222], [8.1072, 1.8725, -0.9373], [4.2061, 1.0976, 0.1136], [4.5795, 2.7669, -0.3146], [4.4902, 1.5041, -1.5788], [-1.6373, -5.8879, -0.1802], [-1.8092, -4.9678, 0.9259], [-0.8561, -4.4490, 1.7391], [0.5753, -4.8539, 1.4968], [-1.1725, -3.6761, 2.6354], [-2.0172, -5.4165, -1.0887], [-2.2187, -6.7895, 0.0213], [-0.5956, -6.1583, -0.3252], [-2.7432, -4.6510, 1.1467], [1.2158, -4.3588, 2.2235], [0.6874, -5.9330, 1.6144], [0.8883, -4.5519, 0.4955]], "lowdin_charge": [0.071, -0.127, -0.191, -0.179, -0.118, -0.405, -0.097, -0.214, -0.025, -0.469, -0.014, 0.094, 0.094, -0.344, 0.094, -0.233, -0.113, -0.303, 0.944, -0.307, -0.274, 0.039, 0.109, 0.103, 0.106, 0.107, 0.118, 0.112, 0.120, 0.108, 0.106, 0.131, 0.101, 0.068, 0.073, 0.137, 0.145, 0.111, 0.123, 0.033, 0.030, 0.033, 0.030, 0.022, 0.034, -0.084, -0.003, -0.547, -0.032, 0.025, 0.080, 0.081, 0.071, 0.137, 0.060, 0.090, 0.085, -0.072, 0.021, -0.527, -0.007, 0.008, 0.080, 0.084, 0.073, 0.144, 0.084, 0.086, 0.082], "energy_ha": -1779.903651, "multiplicity": 1, "homo_energy_ev": -7.8, "lumo_energy_ev": 0.44, "smiles": "C#CCCC[C@]1(CCOC(C)=O)NC(=O)[C@@H](O)[C@H]1P(C)C.CNC(C)=O.CNC(C)=O"}

***

{"formula": "C5H7NO5", "method": "ωB97M-V with the def2-TZVPD basis set", "symbols": ["O", "C", "N", "C", "C", "C", "O", "O", "C", "O", "O", "H", "H", "H", "H", "H", "H", "H"], "xyz": [[2.7200, -0.2144, 0.4950], [1.6080, 0.2252, 0.2672], [1.3147, 1.5091, 0.0440], [-0.0078, 1.9127, -0.1216], [-1.0539, 1.1524, 0.0931], [-0.9774, -0.3331, 0.3338], [-1.9363, -1.0791, -0.3462], [-1.1814, -0.6163, 1.7744], [0.5452, -0.7983, -0.2456], [0.8586, -2.0511, 0.2129], [0.4320, -0.8481, -1.6391], [1.9204, 2.2007, 0.4196], [-0.2385, 2.9843, -0.2775], [-2.1063, 1.5119, 0.0225], [-2.3197, -0.4509, -0.9517], [-1.7834, -1.2994, 1.6288], [1.8226, -2.0385, 0.0773], [0.3830, -1.7673, -1.7872]], "lowdin_charge": [0.108, -0.355, 0.137, -0.085, -0.009, -0.424, 0.060, 0.052, -0.428, 0.073, 0.086, 0.153, 0.137, 0.138, 0.100, 0.051, 0.113, 0.091], "energy_ha": -625.656051, "multiplicity": 1, "homo_energy_ev": -9.7, "lumo_energy_ev": 0.60, "relative_energy_kcal_mol": 38.4, "smiles": "O=C1NC=CC(O)(O)C1(O)O"}

***

{"formula": "C19H26N4O2S", "method": "ωB97M-V with the def2-TZVPD basis set", "symbols": ["C", "C", "C", "N", "C", "O", "C", "N", "C", "S", "C", "C", "O", "N", "C", "C", "C", "C", "C", "N", "C", "C", "C", "C", "C", "C", "H", "H", "H", "H", "H", "H", "H", "H", "H", "H", "H", "H", "H", "H", "H", "H", "H", "H", "H", "H", "H", "H", "H", "H", "H", "H"], "xyz": [[3.1448, 1.5587, -0.3203], [2.0224, 2.3597, 0.3218], [2.4286, 3.8164, 0.5458], [0.8435, 2.2979, -0.5336], [-0.3845, 2.6025, -0.0922], [-0.6473, 2.9159, 1.0485], [-1.4872, 2.4662, -1.1666], [-1.9823, 1.1171, -1.1697], [-1.5048, 0.0689, -1.8969], [-0.2256, 0.2797, -3.0658], [0.4342, -1.4186, -3.1126], [1.0593, -1.7202, -1.7511], [2.1897, -1.3629, -1.4879], [0.2313, -2.3918, -0.9316], [0.4546, -2.5723, 0.4941], [1.8306, -3.1842, 0.8299], [2.5695, -2.1200, 1.6425], [1.4486, -1.3699, 2.3556], [0.3869, -1.2388, 1.2689], [-2.0830, -1.0724, -1.6300], [-2.9935, -0.7903, -0.6403], [-3.8690, -1.6304, 0.0362], [-4.6657, -1.0640, 1.0090], [-4.5983, 0.2969, 1.3137], [-3.7351, 1.1477, 0.6522], [-2.9371, 0.5866, -0.3299], [3.9899, 1.4952, 0.3593], [2.8247, 0.5490, -0.5665], [3.4770, 2.0460, -1.2352], [1.7393, 1.9234, 1.2872], [2.6758, 4.2911, -0.4015], [3.2955, 3.8642, 1.1986], [1.6107, 4.3600, 1.0110], [0.9930, 2.0488, -1.5002], [-2.3079, 3.1385, -0.9062], [-1.1064, 2.7133, -2.1603], [-0.3784, -2.0913, -3.3770], [1.2020, -1.3996, -3.8844], [-0.7439, -2.4220, -1.2206], [-0.3429, -3.2411, 0.8286], [2.3714, -3.4478, -0.0757], [1.6918, -4.0886, 1.4225], [3.2925, -2.5544, 2.3309], [3.0906, -1.4456, 0.9640], [1.7652, -0.4030, 2.7430], [1.0639, -1.9667, 3.1846], [-0.6100, -1.0411, 1.6622], [0.6556, -0.4237, 0.5953], [-3.9168, -2.6817, -0.1992], [-5.3581, -1.6872, 1.5550], [-5.2354, 0.6920, 2.0903], [-3.6695, 2.1940, 0.9043]], "lowdin_charge": [-0.046, -0.410, -0.050, 0.092, -0.478, 0.074, -0.046, -0.010, -0.591, 1.017, -0.329, -0.567, 0.039, 0.096, -0.268, -0.134, -0.187, -0.183, -0.130, 0.102, -0.225, -0.019, -0.096, -0.088, -0.006, -0.155, 0.085, 0.043, 0.085, 0.136, 0.080, 0.079, 0.072, 0.090, 0.136, 0.112, 0.081, 0.087, 0.099, 0.145, 0.107, 0.110, 0.106, 0.095, 0.103, 0.112, 0.113, 0.099, 0.109, 0.099, 0.101, 0.111], "energy_ha": -1507.381570, "multiplicity": 1, "homo_energy_ev": -8.4, "lumo_energy_ev": 0.49, "relative_energy_kcal_mol": 0.0, "smiles": "CC(C)NC(=O)Cn1c(SCC(=O)NC2CCCC2)nc2ccccc21"}

***

{"formula": "C43H27BrF4IrN2O9P2S", "method": "ωB97M-V with the def2-TZVPD basis set", "symbols": ["Ir", "F", "C", "C", "F", "C", "F", "C", "P", "C", "C", "C", "C", "C", "C", "C", "C", "C", "C", "C", "C", "C", "Br", "C", "F", "H", "H", "H", "H", "H", "H", "H", "H", "H", "H", "O", "S", "O", "O", "C", "C", "C", "C", "C", "C", "P", "C", "C", "C", "C", "C", "C", "C", "C", "C", "C", "C", "C", "H", "H", "H", "H", "H", "H", "H", "H", "H", "H", "H", "H", "H", "H", "O", "C", "O", "C", "C", "C", "C", "C", "C", "N", "O", "O", "N", "O", "O", "H", "H", "H"], "xyz": [[0.8899, 0.4253, -0.8365], [4.0842, -5.3675, 1.5353], [3.2666, -4.3353, 1.4733], [2.0854, -4.3351, 2.1909], [1.7730, -5.3706, 2.9497], [1.2297, -3.2470, 2.1114], [0.1463, -3.2858, 2.8823], [1.4890, -2.1608, 1.2816], [0.2943, -0.7665, 1.0972], [-1.3171, -1.5759, 1.1330], [-2.3940, -0.8703, 1.6721], [-3.6106, -1.5046, 1.8576], [-3.7697, -2.8309, 1.4797], [-2.7258, -3.5098, 0.8707], [-1.5039, -2.8815, 0.6859], [0.5033, 0.0201, 2.7191], [-0.2930, -0.3146, 3.8168], [-0.0582, 0.2853, 5.0439], [0.9588, 1.2183, 5.1876], [1.7703, 1.5299, 4.1074], [1.5467, 0.9297, 2.8785], [2.7156, -2.1673, 0.6270], [3.2974, -0.6624, -0.3398], [3.5941, -3.2276, 0.7074], [4.7557, -3.2066, 0.0668], [-2.2775, 0.1645, 1.9701], [-4.4294, -0.9669, 2.3168], [-4.7128, -3.3334, 1.6533], [-2.8481, -4.5399, 0.5619], [-0.6936, -3.4287, 0.2262], [-1.0834, -1.0443, 3.7280], [-0.6722, 0.0160, 5.8931], [1.1225, 1.6951, 6.1450], [2.5791, 2.2411, 4.2183], [2.1794, 1.1689, 2.0409], [1.4150, -0.0897, -2.9564], [1.0687, 1.2773, -3.5194], [2.1341, 1.9692, -4.1465], [0.3813, 1.9384, -2.3725], [-0.2554, 0.9116, -4.5642], [-0.3967, 1.3893, -5.8473], [-1.5830, 1.1098, -6.5181], [-2.5926, 0.4132, -5.8777], [-2.4366, -0.0459, -4.5703], [-1.2425, 0.1734, -3.9043], [-0.9762, -0.5248, -2.2127], [-2.6160, -0.2721, -1.5037], [-2.8500, 1.0225, -1.0248], [-4.1094, 1.3763, -0.5727], [-5.1396, 0.4437, -0.5977], [-4.9039, -0.8424, -1.0566], [-3.6396, -1.2112, -1.4996], [-0.6835, -2.2882, -2.5368], [0.4368, -2.9129, -2.0007], [0.6791, -4.2583, -2.2286], [-0.2168, -5.0031, -2.9811], [-1.3294, -4.3873, -3.5373], [-1.5518, -3.0339, -3.3367], [0.3959, 1.9725, -6.2968], [-1.7234, 1.4574, -7.5323], [-3.5247, 0.2259, -6.3938], [-3.2573, -0.5518, -4.0790], [-2.0460, 1.7532, -1.0166], [-4.2890, 2.3794, -0.2089], [-6.1281, 0.7198, -0.2536], [-5.7073, -1.5679, -1.0740], [-3.4647, -2.2196, -1.8472], [1.1384, -2.3317, -1.4219], [1.5715, -4.7212, -1.8258], [-0.0418, -6.0577, -3.1482], [-2.0238, -4.9598, -4.1380], [-2.3965, -2.5634, -3.8202], [0.0356, 3.4370, 0.3061], [1.1725, 3.0837, 0.4944], [1.6822, 1.9234, 0.1106], [2.1541, 3.9327, 1.2452], [3.4471, 3.5003, 1.5073], [4.2770, 4.2881, 2.2795], [3.8864, 5.5140, 2.7767], [2.5993, 5.9197, 2.4823], [1.7222, 5.1585, 1.7379], [2.1379, 7.2274, 3.0096], [1.0040, 7.5615, 2.7411], [2.9266, 7.8652, 3.6730], [5.6267, 3.7793, 2.6069], [5.8539, 2.6123, 2.3486], [6.4057, 4.5517, 3.1171], [3.8152, 2.5634, 1.1187], [4.5493, 6.1268, 3.3688], [0.7171, 5.5041, 1.5452]], "lowdin_charge": [1.030, 0.171, -0.125, -0.123, 0.163, -0.201, 0.127, -0.280, 0.988, -0.365, -0.105, -0.060, -0.057, -0.051, -0.093, -0.312, -0.076, -0.050, -0.050, -0.045, -0.082, -0.552, 1.034, -0.252, 0.111, 0.123, 0.120, 0.117, 0.117, 0.097, 0.100, 0.115, 0.115, 0.111, 0.064, -0.481, 0.531, -0.203, -0.414, -0.279, -0.012, -0.035, -0.034, -0.057, -0.263, 1.061, -0.369, -0.085, -0.052, -0.062, -0.070, -0.096, -0.323, -0.124, -0.055, -0.052, -0.051, -0.076, 0.130, 0.120, 0.118, 0.105, 0.098, 0.117, 0.114, 0.117, 0.100, 0.042, 0.112, 0.115, 0.115, 0.095, 0.105, -0.551, -0.346, -0.089, 0.060, -0.106, 0.099, -0.094, 0.095, -0.346, 0.100, 0.101, -0.345, 0.083, 0.111, 0.122, 0.139, 0.139], "energy_ha": -6599.770559, "multiplicity": 1, "homo_energy_ev": [-11.9, -11.9], "lumo_energy_ev": [-4.81, -4.89], "relative_energy_kcal_mol": 29.4, "total_charge": 1}

***

{"formula": "C14H17BCdF6N6O", "method": "ωB97M-V with the def2-TZVPD basis set", "symbols": ["C", "N", "N", "C", "C", "B", "N", "N", "C", "C", "C", "Cd", "N", "N", "C", "C", "C", "H", "H", "H", "H", "H", "H", "H", "H", "H", "H", "H", "C", "H", "H", "H", "C", "C", "O", "C", "F", "F", "F", "C", "F", "F", "F", "H", "H", "H"], "xyz": [[-1.1549, 1.7114, -2.0898], [-0.5118, 0.6114, -1.6403], [-1.4522, -0.3966, -1.4660], [-2.6545, 0.0733, -1.8846], [-2.5055, 1.3973, -2.2797], [-1.1918, -1.9099, -1.1673], [0.2435, -2.3102, -1.6251], [1.3131, -1.4621, -1.5022], [2.3417, -2.0238, -2.1729], [1.9255, -3.2353, -2.7592], [0.5940, -3.3929, -2.3837], [1.5380, 1.2708, -1.1492], [-1.6719, -2.4517, 0.2437], [-1.1582, -2.0390, 1.4641], [-1.8497, -2.6595, 2.4296], [-2.8158, -3.5256, 1.8425], [-2.6521, -3.3695, 0.4613], [-1.6757, -2.5073, 3.4923], [-3.1646, -3.8397, -0.3715], [-3.5154, -4.1573, 2.3482], [-1.9136, -2.5147, -1.9299], [-0.1240, -4.1703, -2.6186], [-3.5278, -0.5671, -1.8907], [2.5153, -3.8889, -3.3742], [-3.2577, 2.0689, -2.6455], [3.3142, -1.5480, -2.2288], [-0.6255, 2.6559, -2.2393], [2.7798, 0.1311, 0.0706], [3.5613, 0.6706, -0.5059], [4.1607, -0.0954, -1.0071], [3.3086, 1.4536, -1.2959], [4.1406, 1.2140, 0.2342], [1.1825, 2.0614, 3.1260], [0.5237, 2.4485, 1.8058], [0.6993, 1.4898, 0.8946], [-1.0466, 2.5227, 2.0644], [-1.3849, 3.5795, 2.8629], [-1.7665, 2.6330, 0.9159], [-1.4675, 1.3850, 2.6985], [1.0686, 3.8784, 1.3496], [1.0230, 4.7774, 2.3733], [2.3900, 3.7678, 0.9766], [0.4096, 4.4219, 0.2909], [0.8466, 1.0492, 3.3787], [0.9430, 2.7568, 3.9374], [2.2657, 2.0352, 2.9665]], "lowdin_charge": [-0.161, -0.099, 0.003, -0.026, -0.027, -0.467, -0.053, -0.042, -0.151, -0.039, -0.044, 1.473, 0.026, 0.162, -0.053, 0.103, 0.054, 0.132, 0.155, 0.134, 0.121, 0.131, 0.141, 0.105, 0.113, 0.085, 0.107, 0.025, -0.082, 0.060, 0.031, 0.071, 0.069, -0.409, 0.020, -0.464, 0.176, 0.156, 0.142, -0.477, 0.168, 0.114, 0.151, 0.116, 0.134, 0.115], "energy_ha": -1738.523193, "multiplicity": 1, "homo_energy_ev": [-14.7, -14.7], "lumo_energy_ev": [-9.86, -10.51], "total_charge": 2}

***

{"formula": "C2H6I2N2OP", "method": "ωB97M-V with the def2-TZVPD basis set", "symbols": ["C", "C", "N", "N", "O", "P", "I", "I", "H", "H", "H", "H", "H", "H"], "xyz": [[0.4238, -0.0771, 1.9615], [1.4497, 0.2153, -0.2284], [0.6496, -0.4668, 0.5159], [-2.1500, 0.4809, -0.3010], [1.2738, 0.6528, 2.4345], [1.4463, 0.1638, -1.9406], [-1.1996, -0.9654, 2.9309], [-0.6467, -1.9116, -0.3506], [1.9751, 0.9708, 0.2132], [-2.2008, 1.2533, -1.0630], [-2.4714, 0.8575, 0.5483], [-2.8116, -0.2934, -0.5033], [2.8351, 0.4140, -2.2143], [1.4268, -1.2943, -2.0032]], "lowdin_charge": [-0.887, -0.489, -0.446, -0.123, 0.043, 0.898, 0.987, 1.030, 0.074, 0.087, -0.032, -0.012, -0.034, -0.095], "energy_ha": -1200.942751, "multiplicity": 1, "homo_energy_ev": -13.2, "lumo_energy_ev": -5.35, "relative_energy_kcal_mol": 46.2, "total_charge": 1}

***

{"formula": "C5H8N2", "method": "ωB97M-V with the def2-TZVPD basis set", "symbols": ["C", "C", "C", "C", "N", "C", "N", "H", "H", "H", "H", "H", "H", "H", "H"], "xyz": [[0.9695, 0.5413, -1.0531], [0.1235, 0.2118, 0.1652], [-1.1570, -0.5667, -0.1194], [-0.8884, -1.9179, -0.6256], [-0.6481, -2.9719, -1.0270], [0.5679, 0.5456, 1.9330], [-0.1482, 1.3716, 1.0110], [1.1790, -0.3565, -1.6404], [0.4429, 1.2597, -1.6904], [1.9224, 0.9796, -0.7450], [-1.7494, -0.0233, -0.8631], [-1.7648, -0.6340, 0.7867], [0.8825, -0.4236, 0.8059], [-0.1989, -0.1433, 2.3425], [0.4671, 2.1277, 0.7197]], "lowdin_charge": [-0.029, -0.517, -0.127, -0.216, 0.151, 0.023, -0.071, 0.086, 0.094, 0.095, 0.133, 0.126, 0.128, 0.034, 0.091], "energy_ha": -304.674850, "multiplicity": 1, "homo_energy_ev": -8.8, "lumo_energy_ev": 0.72, "relative_energy_kcal_mol": 100.8}

***

{"formula": "C4H4S", "method": "ωB97M-V with the def2-TZVPD basis set", "symbols": ["C", "C", "C", "S", "C", "H", "H", "H", "H"], "xyz": [[1.0047, 0.2736, 0.1738], [0.1592, -0.5415, -0.8829], [-1.1900, -0.6761, -0.6432], [-1.5456, 0.3145, 1.0306], [0.3783, 0.9407, 1.2559], [2.0290, 0.3111, 0.1308], [0.6226, -1.0426, -1.7861], [-1.7762, -1.2898, -1.3779], [0.3180, 1.7101, 2.0991]], "lowdin_charge": [-0.194, -0.215, -0.331, 0.685, -0.227, 0.037, 0.101, 0.073, 0.072], "energy_ha": -552.888940, "multiplicity": 1, "homo_energy_ev": -8.9, "lumo_energy_ev": 0.75, "relative_energy_kcal_mol": 64.7, "smiles": "c1ccsc1"}

***

{"formula": "C2H6O2S", "method": "ωB97M-V with the def2-TZVPD basis set", "symbols": ["C", "C", "O", "O", "S", "H", "H", "H", "H", "H", "H"], "xyz": [[-0.2010, -1.2584, -1.4002], [0.9256, -1.6761, -0.8678], [0.2508, 2.0366, 2.1626], [-1.0024, 2.3192, -0.0944], [-0.7399, 1.3215, 0.9665], [-0.4922, -1.7107, -2.4517], [-0.8882, -0.5262, -1.1458], [1.0784, 1.6671, 2.0543], [1.5506, -2.5009, -1.2082], [1.2989, -1.2168, 0.0688], [-1.7805, 1.5447, 1.9159]], "lowdin_charge": [-0.098, -0.093, -0.326, -0.530, 0.889, 0.092, -0.022, -0.021, 0.049, 0.041, 0.020], "energy_ha": -628.366812, "multiplicity": 1, "homo_energy_ev": -10.2, "lumo_energy_ev": 0.27, "relative_energy_kcal_mol": 64.3}